Density functional theory data (ωB97M-V with the def2-TZVPD basis set) for one molecule with the formula C8H8O2S2 at a distorted geometry.

Summary:
- Structure (SMILES): C=CCSc1ccsc1C(=O)O
- E_LUMO: -0.086 eV
- HOMO energy: -8.63 eV
- E_tot: -1256.460257 a.u.
- Frontier orbital gap: 0.3140 Ha
- ΔE to the lowest compared entry with this formula, charge and spin: 18.5 kcal per mole

Structure (ORCA input):
```
! RIJCOSX wB97M-V def2-TZVPD def2/J DEFGRID3
* xyz 0 1
C -0.37 -0.95 2.22
C 0.30 -1.69 1.39
C 1.65 -1.23 0.84
S 1.56 -0.98 -0.98
C 0.69 0.44 -0.93
C 1.33 1.72 -0.77
C 0.44 2.76 -0.94
S -1.19 2.30 -1.28
C -0.68 0.65 -1.22
C -1.64 -0.44 -1.29
O -1.33 -1.61 -1.29
O -2.99 0.06 -1.32
H -1.39 -1.09 2.60
H -0.02 0.02 2.55
H -0.23 -2.60 0.95
H 2.37 -2.02 1.05
H 1.99 -0.38 1.35
H 2.42 1.93 -0.61
H 0.69 3.84 -0.99
H -3.60 -0.73 -1.33
*
```

***

Density functional theory data (ωB97M-V with the def2-TZVPD basis set) for C8H8O3 as an isolated structure at a distorted geometry.

Summary:
- E_LUMO: 0.213 eV
- HOMO energy: -8.55 eV
- E_tot: -535.207161 a.u.
- Frontier orbital gap: 0.3219 Ha
- ΔE to the lowest compared entry with this formula, charge and spin: 115.8 kcal per mole

Structure (ORCA input):
```
! RIJCOSX wB97M-V def2-TZVPD def2/J DEFGRID3
* xyz 0 1
C -2.59 -1.33 0.16
C -1.39 -0.33 0.12
C -1.50 1.05 -0.02
C -0.38 1.90 -0.06
C 0.94 1.36 -0.05
C 1.08 -0.09 0.10
C -0.09 -0.84 0.12
C 2.39 -0.64 0.07
H -2.30 -2.30 0.15
H -3.10 -1.37 -0.63
H -3.29 -1.06 0.72
H -2.17 1.58 0.08
H -0.55 3.10 -0.26
H 1.66 3.25 -0.36
H 0.05 -2.00 0.20
H 3.37 -2.19 -0.37
O 2.01 2.10 -0.10
O 2.48 -1.95 -0.54
O 3.35 -0.23 0.68
*
```

***

Density functional theory data (ωB97M-V with the def2-TZVPD basis set) for C8H8S as an isolated structure at a distorted geometry.

Summary:
- E_LUMO (spin up / spin down): -0.036 / -0.034 eV
- HOMO energy (spin up / spin down): -7.31 / -7.31 eV
- E_tot: -707.547902 a.u.
- Frontier orbital gap (spin up / spin down): 0.2672 / 0.2673 Ha
- ΔE to the lowest compared entry with this formula, charge and spin: 136.2 kcal per mole

Structure (ORCA input):
```
! RIJCOSX wB97M-V def2-TZVPD def2/J DEFGRID3
* xyz 0 1
C -0.96 0.41 1.23
C -1.59 1.28 0.28
C -0.58 -0.80 0.94
C 0.59 -0.61 -1.61
C 0.41 -1.80 0.88
C 0.46 0.83 -1.13
C -0.92 1.42 -0.87
C 0.78 -1.76 -0.82
S -0.98 -1.34 -1.35
H -1.04 0.75 2.40
H -2.52 1.75 0.49
H 1.37 -1.72 1.28
H 0.02 -2.93 0.93
H 1.14 1.06 -0.32
H 0.76 1.39 -1.95
H -1.20 2.00 -1.69
H 1.02 -2.82 -1.15
*
```

***

Density functional theory data (ωB97M-V with the def2-TZVPD basis set) for one molecule with the formula C8H8S2 at a distorted geometry.

Summary:
- Structure (SMILES): C=C=C1SC=C[C@H]1CC=S
- E_LUMO: -0.427 eV
- HOMO energy: -7.79 eV
- E_tot: -1105.869381 a.u.
- Frontier orbital gap: 0.2706 Ha
- ΔE to the lowest compared entry with this formula, charge and spin: 35.4 kcal per mole

Structure (ORCA input):
```
! RIJCOSX wB97M-V def2-TZVPD def2/J DEFGRID3
* xyz 0 1
C 1.76 -2.42 -0.50
C 0.91 -1.66 0.08
C -0.08 -0.90 0.51
S -0.35 -0.67 2.22
C -1.55 0.59 1.95
C -1.75 0.83 0.71
C -1.00 -0.01 -0.28
C -0.17 0.92 -1.17
C 0.91 1.58 -0.40
S 2.51 1.11 -0.48
H 2.76 -2.00 -0.79
H 1.72 -3.37 -0.87
H -1.95 0.96 2.86
H -2.25 1.59 0.20
H -1.67 -0.55 -0.86
H -0.79 1.53 -1.81
H 0.28 0.32 -1.93
H 0.70 2.17 0.57
*
```

***

Density functional theory data (ωB97M-V with the def2-TZVPD basis set) for one molecule with the formula C8H9BN2O2 at a distorted geometry.

Summary:
- Structure (SMILES): COB1NC(=O)Nc2ccccc21
- E_LUMO: 0.540 eV
- HOMO energy: -8.56 eV
- E_tot: -595.199807 a.u.
- Frontier orbital gap: 0.3345 Ha
- ΔE to the lowest compared entry with this formula, charge and spin: 0.0 kcal per mole

Structure (ORCA input):
```
! RIJCOSX wB97M-V def2-TZVPD def2/J DEFGRID3
* xyz 0 1
C -2.79 -1.88 0.06
O -1.46 -1.35 0.24
B -1.01 -0.06 0.24
N -1.69 1.14 0.10
C -1.21 2.36 -0.28
O -1.91 3.31 -0.67
N 0.11 2.47 -0.18
C 1.02 1.47 0.01
C 2.40 1.62 -0.16
C 3.26 0.54 -0.06
C 2.76 -0.72 0.23
C 1.40 -0.86 0.37
C 0.52 0.22 0.28
H -2.79 -2.86 0.61
H -2.81 -2.06 -1.05
H -3.57 -1.29 0.36
H -2.66 1.21 0.04
H 0.40 3.38 -0.38
H 2.88 2.57 -0.16
H 4.27 0.70 -0.09
H 3.57 -1.52 0.22
H 0.95 -1.78 0.40
*
```

***

Density functional theory data (ωB97M-V with the def2-TZVPD basis set) for a 2-piece molecular cluster, C8H9BrF2O2 overall at a distorted geometry.

Summary:
- E_LUMO (spin up / spin down): -0.901 / -0.478 eV
- HOMO energy (spin up / spin down): -6.82 / -8.15 eV
- E_tot: -3234.304229 a.u.
- Frontier orbital gap (spin up / spin down): 0.2174 / 0.2819 Ha

Structure (ORCA input):
```
! RIJCOSX wB97M-V def2-TZVPD def2/J DEFGRID3
* xyz 0 1
C -0.24 2.98 0.25
C -0.38 1.77 0.99
C 0.52 2.66 -0.87
C 0.20 0.74 0.20
C 2.22 -1.75 0.19
C 0.75 -1.74 -0.40
C 0.12 -0.65 0.37
C -2.32 -0.70 -0.78
O 0.79 1.34 -0.93
O -0.53 -1.09 1.50
F -2.81 -1.96 -1.05
F -2.39 0.06 -1.90
Br -3.26 0.04 0.80
H -0.59 4.00 0.47
H -0.74 1.55 1.95
H 0.98 3.10 -1.76
H 2.21 -1.78 1.24
H 2.87 -0.93 -0.29
H 2.64 -2.66 -0.17
H 0.45 -2.79 -0.26
H 0.82 -1.48 -1.42
H -1.32 -0.71 1.85
*
```

***

Density functional theory data (ωB97M-V with the def2-TZVPD basis set) for one molecule with the formula C8H9BrN2 at a distorted geometry.

Summary:
- E_LUMO: -0.303 eV
- HOMO energy: -8.24 eV
- E_tot: -2993.582326 a.u.
- Frontier orbital gap: 0.2918 Ha
- ΔE to the lowest compared entry with this formula, charge and spin: 104.6 kcal per mole

Structure (ORCA input):
```
! RIJCOSX wB97M-V def2-TZVPD def2/J DEFGRID3
* xyz 0 1
C 2.63 1.22 0.70
C 0.91 0.24 -0.32
C 2.21 0.05 -0.01
C -0.39 -0.30 -0.94
C -0.56 2.01 -0.21
C -1.23 1.00 -1.11
C -1.32 -1.05 1.33
C -0.99 -1.42 -0.11
N 1.68 2.15 0.75
N 0.62 1.66 0.17
Br 3.32 -1.46 -0.51
H 3.47 1.62 1.14
H -0.35 -0.76 -1.91
H -1.29 1.04 -2.15
H -2.18 0.90 -0.69
H -1.75 -0.10 1.08
H -0.44 -1.24 1.91
H -2.18 -1.71 1.82
H -1.89 -1.59 -0.69
H -0.26 -2.29 -0.25
*
```

***

Density functional theory data (ωB97M-V with the def2-TZVPD basis set) for C8H9Cl2N4SV as an isolated structure.

Summary:
- E_LUMO (spin up / spin down): -4.313 / -4.351 eV
- HOMO energy (spin up / spin down): -11.85 / -11.87 eV
- E_tot: -2791.630820 a.u.
- Frontier orbital gap (spin up / spin down): 0.2769 / 0.2765 Ha
- ΔE to the lowest compared entry with this formula, charge and spin: 16.9 kcal per mole
- <S²>: 3.766

Structure (ORCA input):
```
! RIJCOSX wB97M-V def2-TZVPD def2/J DEFGRID3
* xyz 1 4
V 0.56 -1.79 -0.95
N 4.16 -1.96 1.32
C 2.97 -1.71 0.78
S 2.90 -1.83 -0.99
N 2.01 -1.37 1.62
N 0.84 -1.18 0.98
C -0.16 -0.59 1.53
C -1.35 -0.38 0.69
C -2.47 0.30 1.15
C -3.52 0.52 0.27
C -3.44 0.06 -1.03
C -2.30 -0.63 -1.42
N -1.29 -0.85 -0.58
H 4.96 -2.17 0.75
H 4.28 -1.87 2.32
H -0.11 -0.23 2.55
H -2.50 0.66 2.17
H -4.40 1.05 0.61
H -4.25 0.22 -1.74
H -2.19 -1.01 -2.43
Cl 0.94 1.35 -2.05
C 0.95 3.06 -1.54
Cl 2.44 3.49 -0.72
H 0.12 3.21 -0.86
H 0.85 3.66 -2.44
*
```

***

Density functional theory data (ωB97M-V with the def2-TZVPD basis set) for one molecule with the formula C8H9FN2 at a distorted geometry.

Summary:
- E_LUMO (spin up / spin down): -1.164 / -1.031 eV
- HOMO energy (spin up / spin down): -8.05 / -8.52 eV
- E_tot: -519.496593 a.u.
- Frontier orbital gap (spin up / spin down): 0.2532 / 0.2753 Ha
- ΔE to the lowest compared entry with this formula, charge and spin: 34.2 kcal per mole

Structure (ORCA input):
```
! RIJCOSX wB97M-V def2-TZVPD def2/J DEFGRID3
* xyz 0 1
C 0.01 1.87 1.56
C 0.67 -1.38 -0.93
C -0.45 -0.64 -1.14
C 1.47 -1.38 0.27
C 1.33 -0.25 1.29
C 0.80 1.04 0.78
C -1.23 -0.01 -0.14
C -2.26 1.02 -0.40
N -0.73 2.53 2.15
N 2.33 -2.31 0.40
F -1.43 -0.69 1.01
H 1.12 -1.90 -1.76
H -0.79 -0.48 -2.16
H 0.68 -0.61 2.10
H 2.33 -0.11 1.72
H 1.25 1.48 -0.10
H -3.24 0.55 -0.46
H -2.05 1.54 -1.33
H -2.29 1.73 0.43
H 2.93 -2.21 1.21
*
```

***

Density functional theory data (ωB97M-V with the def2-TZVPD basis set) for one molecule with the formula C8H9FN2 at a distorted geometry.

Summary:
- E_LUMO: 0.346 eV
- HOMO energy: -7.99 eV
- E_tot: -519.444911 a.u.
- Frontier orbital gap: 0.3064 Ha
- ΔE to the lowest compared entry with this formula, charge and spin: 66.6 kcal per mole

Structure (ORCA input):
```
! RIJCOSX wB97M-V def2-TZVPD def2/J DEFGRID3
* xyz 0 1
C -1.37 1.11 -0.72
C -0.69 -1.95 0.24
C -0.21 0.70 -0.15
C 0.05 -0.81 0.19
C 1.87 0.52 0.37
C -2.57 0.30 -0.93
C -3.47 -0.17 0.12
C 3.27 0.85 0.51
N 1.01 1.37 0.05
N 1.42 -0.82 0.55
F -3.15 0.37 1.30
H -1.51 2.21 -0.86
H -0.08 -2.84 0.29
H -3.20 0.81 -1.68
H -2.46 -0.51 -1.61
H -1.80 -2.17 0.11
H 3.63 0.14 1.36
H 3.39 1.95 0.82
H 3.86 0.55 -0.44
H 2.01 -1.61 0.49
*
```

***

Question: The highest E_tot belongs to which entry?
Answer: number 10